Record 1
76
Properties=species:S:1:pos:R:3:mulliken_spin:R:1 method="wB97M-V/def2-TZVPD" de_lowest_kj_mol=62.4 total_charge=+4 spin_multiplicity=2 lumo_ev="-13.942 / -13.462"
V -0.24 0.02 -0.12 1.068
C 0.26 -3.42 1.10 0.000
C 0.27 -2.44 -0.02 -0.043
C 1.46 -1.83 -0.46 0.022
C 1.48 -0.95 -1.56 -0.055
C 2.76 -0.32 -2.02 0.000
C 0.26 -0.71 -2.25 0.029
C -0.93 -1.42 -1.93 0.037
C -2.09 -1.46 -2.87 0.002
C -0.92 -2.17 -0.74 0.009
H -0.57 -3.23 1.79 -0.001
H 1.20 -3.45 1.65 0.000
H 0.09 -4.42 0.68 0.001
H 2.39 -2.07 0.03 0.004
H 2.99 0.58 -1.44 -0.001
H 2.71 -0.05 -3.07 0.000
H 3.58 -1.01 -1.88 -0.001
H 0.28 -0.14 -3.17 -0.004
H -3.03 -1.67 -2.37 0.000
H -1.90 -2.28 -3.56 0.002
H -2.18 -0.55 -3.47 0.000
H -1.83 -2.69 -0.45 -0.002
C -3.37 1.55 -1.68 0.020
C -2.12 2.21 -2.23 -0.006
P -0.70 2.21 -1.11 -0.075
C -1.02 3.36 0.26 -0.002
C -1.28 4.80 -0.20 -0.003
C 0.76 2.82 -2.02 0.000
C 0.42 3.77 -3.19 -0.003
H -4.16 1.59 -2.42 -0.001
H -3.73 2.06 -0.78 0.001
H -3.18 0.50 -1.44 0.002
H -2.30 3.25 -2.48 -0.003
H -1.79 1.73 -3.16 0.000
H -0.14 3.32 0.90 0.003
H -1.86 2.96 0.83 0.004
H -0.40 5.24 -0.68 0.000
H -1.51 5.40 0.68 -0.001
H -2.13 4.88 -0.88 0.000
H 1.33 1.97 -2.40 0.001
H 1.39 3.32 -1.28 0.002
H -0.12 3.26 -3.98 0.000
H 1.35 4.14 -3.61 -0.001
H -0.16 4.63 -2.87 0.000
C 2.00 -0.13 3.21 -0.002
S 1.21 1.30 2.53 0.000
O 0.78 0.72 1.03 -0.027
C 2.49 2.43 2.25 -0.001
C 2.26 3.69 2.82 -0.001
C 3.30 4.61 2.79 0.000
C 4.50 4.27 2.18 0.000
C 4.70 3.02 1.60 0.000
C 3.70 2.07 1.63 0.000
H 2.87 -0.41 2.61 0.000
H 1.27 -0.93 3.29 0.001
H 2.32 0.19 4.20 0.000
H 1.32 3.93 3.30 0.000
H 3.16 5.59 3.23 0.000
H 5.31 5.00 2.17 0.000
H 5.64 2.78 1.13 0.000
H 3.86 1.09 1.21 0.000
C -3.44 -0.98 4.27 0.000
N -4.07 -0.83 2.95 0.007
C -5.54 -1.08 2.81 -0.001
C -5.80 -0.84 1.31 0.000
N -4.43 -0.51 0.82 0.007
C -3.55 -0.51 1.80 0.020
S -1.84 -0.10 1.69 -0.015
H -3.67 -1.97 4.66 0.000
H -3.84 -0.23 4.95 0.000
H -2.37 -0.86 4.19 0.001
H -6.08 -0.40 3.45 0.000
H -5.75 -2.10 3.13 0.000
H -6.47 -0.01 1.13 0.000
H -6.18 -1.72 0.80 0.000
H -4.23 -0.25 -0.12 0.005

=====

Record 2
106
Properties=species:S:1:pos:R:3:mulliken_charge:R:1 method="wB97M-V/def2-TZVPD" lumo_ev=-6.086
C 4.21 -2.51 0.90 -0.800
C 2.72 -2.89 1.34 0.255
C 1.98 -3.73 0.18 0.719
O 2.32 -3.55 -1.01 -0.587
O 0.92 -4.63 0.52 -0.371
C -0.36 -3.99 0.21 -0.519
C -0.59 -2.65 1.09 -0.684
N -0.25 -1.51 0.21 0.254
C -0.15 -0.23 0.58 -0.541
N -0.40 0.09 1.97 -0.007
C -0.48 1.55 2.28 -1.158
C -0.61 2.49 1.00 0.066
Br -0.37 4.37 1.67 0.040
C -2.13 2.37 0.52 -0.471
C -2.52 3.04 -0.87 -0.659
C -2.66 1.98 -2.06 -0.239
C -3.44 0.64 -1.66 -0.186
S -4.79 0.10 -2.80 0.307
C -5.83 -1.05 -1.72 -0.244
N -5.91 -2.47 -1.68 0.184
N -6.81 -2.67 -0.63 -0.456
C -7.25 -1.42 -0.06 0.090
O -6.63 -0.33 -0.76 -0.227
C 0.50 2.04 -0.06 0.482
Cl 2.11 1.86 0.85 0.103
C 0.80 3.06 -1.24 -0.439
C 2.22 2.77 -1.97 -0.838
O 2.41 1.37 -2.30 -0.157
C 1.83 1.02 -3.53 0.062
O 0.64 1.24 -3.84 -0.458
N 0.15 0.68 -0.50 0.055
H 4.83 -2.30 1.83 0.285
H 4.27 -1.64 0.17 0.156
H 4.62 -3.44 0.35 0.175
H 2.11 -1.93 1.51 -0.208
H 2.69 -3.44 2.35 0.277
H -1.25 -4.71 0.38 0.285
H -0.38 -3.77 -0.92 0.153
H -1.72 -2.64 1.32 0.439
H 0.01 -2.67 2.06 0.336
H -0.09 -1.73 -0.79 0.435
H -1.28 -0.33 2.33 0.395
H 0.36 1.87 3.00 0.399
H -1.45 1.71 2.89 0.399
H -2.40 1.26 0.60 0.069
H -2.76 2.89 1.33 0.444
H -1.85 3.90 -1.21 0.239
H -3.56 3.52 -0.72 0.378
H -3.25 2.49 -2.91 0.602
H -1.67 1.67 -2.54 -0.014
H -3.89 0.73 -0.60 0.193
H -2.64 -0.19 -1.57 -0.082
H -7.96 -1.23 0.80 0.394
H 0.85 4.16 -0.93 0.449
H 0.03 3.01 -2.09 0.062
H 3.09 3.21 -1.37 0.322
H 2.22 3.36 -2.96 0.366
H 2.49 0.46 -4.28 0.346
H -0.57 0.68 -1.23 0.108
C -7.37 -0.54 -6.17 -0.390
Cl -6.72 -0.90 -4.55 -0.164
Cl -6.12 0.11 -7.22 -0.108
H -7.76 -1.46 -6.60 0.340
H -8.17 0.19 -6.07 0.291
O -2.75 -6.06 -0.17 -0.892
H -2.11 -6.63 -0.58 0.207
Na -8.01 -0.69 -2.63 1.027
N 5.15 0.94 2.57 1.248
O 4.66 0.00 3.21 -0.538
O 5.01 2.10 2.98 -0.517
O 5.76 0.73 1.52 -0.526
C 5.84 5.67 2.11 -0.613
C 4.86 5.74 0.98 0.433
N 4.09 5.80 0.09 -0.500
H 5.45 6.22 2.97 0.255
H 5.99 4.62 2.39 0.159
H 6.79 6.10 1.81 0.283
C 7.31 -6.97 2.23 -0.523
C 7.70 -5.90 3.24 -0.513
C 7.81 -4.67 2.36 -0.413
O 6.87 -4.84 1.28 -0.357
C 6.41 -6.20 1.29 -0.389
H 6.82 -7.84 2.68 0.323
H 8.20 -7.32 1.70 0.256
H 6.89 -5.77 3.97 0.259
H 8.62 -6.13 3.78 0.335
H 8.81 -4.58 1.93 0.258
H 7.58 -3.75 2.90 0.263
H 5.37 -6.20 1.64 0.204
H 6.42 -6.60 0.27 0.311
Al -3.69 -3.61 -2.28 0.648
O -11.08 2.50 0.30 -0.567
S -10.51 3.15 -0.88 1.184
O -9.78 2.17 -1.69 -0.549
O -9.57 4.22 -0.44 -0.474
O -11.60 3.74 -1.69 -0.525
C -9.90 6.56 -3.25 -0.386
Cl -10.03 5.25 -2.05 0.267
Cl -8.22 6.85 -3.72 -0.170
H -10.48 6.28 -4.14 0.292
H -10.31 7.48 -2.83 0.314
F 8.23 3.13 5.55 -0.470
Al 8.66 1.66 4.66 0.717
F 9.57 0.57 5.71 -0.456
F 9.65 2.09 3.25 -0.469
F 7.18 0.86 4.10 -0.342

=====

Record 3
77
Properties=species:S:1:pos:R:3:mulliken_spin:R:1 method="wB97M-V/def2-TZVPD" de_lowest_kj_mol=0.0 total_charge=+1 spin_multiplicity=6 lumo_ev="-2.840 / -7.477"
Fe 0.73 0.27 1.66 3.547
C 0.93 0.18 3.72 0.142
C 2.08 0.80 3.10 -0.142
C 0.19 2.04 2.50 -0.123
C -0.24 0.94 3.34 0.092
C 1.63 1.95 2.36 0.129
C 0.98 -0.90 4.74 -0.002
H 1.83 -1.56 4.56 0.003
H 0.05 -1.50 4.74 0.002
H 1.09 -0.45 5.75 0.001
C -1.61 0.75 3.88 0.002
H -1.70 -0.22 4.36 0.005
H -2.35 0.79 3.06 0.007
H -1.87 1.54 4.60 0.003
C -0.68 3.13 1.99 0.010
H -0.75 3.97 2.69 0.000
H -1.70 2.74 1.83 0.000
H -0.31 3.52 1.04 0.002
C 2.51 2.98 1.72 0.012
H 2.79 3.76 2.44 0.002
H 1.99 3.46 0.88 0.002
H 3.44 2.52 1.35 0.003
C 3.50 0.42 3.36 0.020
H 3.87 0.89 4.28 0.003
H 4.15 0.73 2.53 0.003
H 3.59 -0.67 3.48 -0.006
C -0.73 -1.11 1.17 0.069
C 0.38 -1.84 1.65 0.144
C 1.45 -2.46 0.80 -0.017
C 1.98 -1.53 -0.32 0.036
C 1.93 -0.07 0.02 -0.029
C 0.89 0.85 -0.31 0.042
C -0.46 0.50 -0.81 0.095
C -1.02 -0.85 -0.28 0.009
H 1.15 -3.42 0.36 -0.003
H 1.52 -1.75 -1.29 -0.007
H 2.29 -2.68 1.49 -0.005
H -0.66 -1.68 -0.90 0.002
H -1.61 -1.12 1.81 -0.023
H 0.27 -2.31 2.63 0.010
H -2.12 -0.83 -0.41 0.010
H -1.17 1.32 -0.58 -0.020
H 1.19 1.88 -0.51 -0.014
H -0.44 0.45 -1.92 0.070
H 3.04 -1.79 -0.46 0.014
H 2.93 0.36 0.17 -0.004
P -0.37 -0.96 -3.66 0.412
P -0.38 1.97 -4.58 0.239
C -0.52 -0.69 -5.50 0.013
C -1.05 0.72 -5.82 0.001
H -1.20 -1.46 -5.90 0.016
H 0.48 -0.84 -5.94 -0.001
H -0.76 1.03 -6.83 0.006
H -2.15 0.76 -5.74 -0.004
C -1.20 3.41 -5.39 0.041
H -0.87 4.33 -4.89 -0.001
H -2.29 3.32 -5.27 -0.001
H -0.95 3.46 -6.46 0.013
C 1.29 2.19 -5.37 0.019
H 1.22 2.18 -6.46 0.007
H 1.96 1.39 -5.03 -0.001
H 1.70 3.16 -5.04 0.000
C -2.10 -1.56 -3.42 0.044
H -2.24 -1.95 -2.40 -0.005
H -2.29 -2.36 -4.14 0.014
H -2.80 -0.73 -3.59 0.000
C 0.59 -2.52 -3.72 0.076
H 1.57 -2.31 -4.17 0.000
H 0.07 -3.27 -4.33 0.021
H 0.74 -2.91 -2.71 -0.009
Cl -4.20 -1.52 6.01 0.000
C -3.71 -3.09 5.33 0.000
Cl -5.03 -4.01 4.62 0.000
C -2.64 -2.76 4.20 0.000
O -1.48 -2.97 4.63 0.000
O -3.11 -2.33 3.13 0.003
H -3.24 -3.68 6.13 0.000